{
  "formula": "C47H81FNO19PS5Si",
  "method": "ωB97M-V/def2-TZVPD",
  "multiplicity": 1,
  "energy_ha": -6045.3822,
  "homo_lumo_gap_ev": 8.3773,
  "symbols": ["C", "C", "C", "C", "C", "C", "C", "C", "C", "C", "C", "C", "C", "C", "C", "C", "Si", "C", "C", "C", "C", "C", "C", "C", "C", "C", "C", "C", "P", "C", "O", "C", "O", "N", "C", "C", "O", "F", "C", "O", "H", "H", "H", "H", "H", "H", "H", "H", "H", "H", "H", "H", "H", "H", "H", "H", "H", "H", "H", "H", "H", "H", "H", "H", "H", "H", "H", "H", "H", "H", "H", "H", "H", "H", "H", "H", "H", "H", "H", "H", "H", "C", "C", "O", "S", "C", "O", "O", "H", "H", "H", "H", "H", "H", "H", "H", "C", "C", "O", "S", "C", "O", "O", "H", "H", "H", "H", "H", "H", "H", "H", "C", "C", "O", "S", "C", "O", "O", "H", "H", "H", "H", "H", "H", "H", "H", "C", "C", "O", "S", "C", "O", "O", "H", "H", "H", "H", "H", "H", "H", "H", "C", "C", "O", "S", "C", "O", "O", "H", "H", "H", "H", "H", "H", "H", "H"],
  "xyz": [[3.5644, -2.4245, 3.6552], [4.7377, -2.6525, 3.6145], [6.1806, -2.8071, 3.5022], [6.9322, -1.6714, 4.2042], [6.9485, -0.2968, 3.4735], [6.5962, -0.3379, 2.0137], [5.2831, -0.1474, 1.6834], [4.7926, -0.1841, 0.3890], [3.3378, -0.0179, 0.0800], [2.7438, 1.3259, 0.5443], [1.5245, 1.6753, -0.3093], [0.3851, 0.6451, -0.1707], [-0.9798, 1.2914, -0.0326], [-2.1330, 0.2796, -0.1284], [-3.2253, 0.5029, 0.9341], [-4.6076, 0.0167, 0.4639], [-5.6760, -0.6861, 1.8513], [-6.2598, 0.6577, 3.0368], [-4.6916, -1.9496, 2.8513], [-7.1924, -1.5591, 1.1458], [-8.4388, -1.5157, 1.7644], [-9.5386, -2.1858, 1.2571], [-9.4231, -2.9343, 0.1016], [-8.1995, -2.9715, -0.5410], [-7.1032, -2.2955, -0.0385], [5.7158, -0.3889, -0.6155], [7.0709, -0.5714, -0.3035], [7.5483, -0.5761, 1.0039], [9.3045, -0.9358, 1.4408], [9.8749, 0.6598, 2.1879], [10.2141, -1.0423, 0.0880], [7.7324, -0.7194, -1.6480], [8.8102, -0.4230, -2.0751], [6.7016, -1.1906, -2.5604], [6.5762, -2.6239, -2.7583], [7.7370, -3.0880, -3.6056], [7.8805, -2.7721, -4.7367], [8.6395, -3.9281, -3.0881], [5.5321, -0.5106, -2.1042], [4.6414, -0.0929, -2.7862], [2.5547, -2.1028, 3.6395], [6.4937, -2.9754, 2.4742], [6.4230, -3.7243, 4.0443], [6.4259, -1.5161, 5.1553], [7.9394, -1.9932, 4.4571], [7.9046, 0.1659, 3.6711], [6.2116, 0.3351, 3.9603], [4.5647, 0.0352, 2.4706], [3.1555, -0.1209, -0.9828], [2.7669, -0.8194, 0.5539], [3.4937, 2.1147, 0.4929], [2.3853, 1.2537, 1.5752], [1.8637, 1.6788, -1.3469], [1.1513, 2.6696, -0.0639], [0.3528, 0.0611, -1.0929], [0.5727, -0.0457, 0.6529], [-1.0666, 1.8290, 0.9155], [-1.1319, 2.0163, -0.8331], [-1.7951, -0.7548, -0.0493], [-2.6206, 0.3782, -1.0972], [-2.9009, 0.0059, 1.8484], [-3.2999, 1.5758, 1.1158], [-5.1541, 0.8576, 0.0345], [-4.5105, -0.7528, -0.3037], [-7.1846, 1.1217, 2.7001], [-5.5059, 1.4454, 3.1012], [-6.3963, 0.2636, 4.0416], [-5.2491, -2.2895, 3.7210], [-3.7704, -1.5097, 3.2320], [-4.4426, -2.7971, 2.2151], [-8.5600, -0.9339, 2.6700], [-10.4859, -2.1216, 1.7731], [-10.2676, -3.4581, -0.3177], [-8.0947, -3.5424, -1.4547], [-6.1561, -2.3281, -0.5603], [10.9390, 0.7035, 1.9551], [9.8113, 0.6207, 3.2675], [9.3900, 1.5400, 1.7699], [10.2837, -0.1815, -0.3495], [6.4802, -3.1592, -1.8087], [5.6895, -2.7858, -3.3650], [-1.8681, 7.2115, -4.2806], [-1.2125, 7.5958, -2.9688], [-1.9615, 7.1449, -1.8196], [-1.9210, 5.5965, -1.4646], [-2.6739, 5.7037, 0.1221], [-0.5551, 5.1935, -1.3155], [-2.8009, 4.8884, -2.3400], [-1.8776, 6.1318, -4.4208], [-1.3248, 7.6559, -5.1148], [-2.9027, 7.5533, -4.3066], [-0.1895, 7.2208, -2.9092], [-1.1686, 8.6792, -2.8784], [-2.0233, 6.2645, 0.7874], [-2.7996, 4.6848, 0.4830], [-3.6415, 6.1872, 0.0192], [-3.2023, -1.6631, -7.1194], [-2.1625, -2.0791, -6.0975], [-1.2874, -0.9962, -5.7228], [-1.8667, 0.1379, -4.7700], [-0.3401, 0.9347, -4.4067], [-2.3736, -0.4773, -3.5803], [-2.6754, 1.0315, -5.5383], [-3.8991, -0.9361, -6.7053], [-3.7745, -2.5318, -7.4466], [-2.7259, -1.2033, -7.9851], [-2.6275, -2.5004, -5.2044], [-1.5126, -2.8435, -6.5187], [0.2935, 0.2525, -3.8457], [-0.5753, 1.8141, -3.8093], [0.1324, 1.2304, -5.3394], [-10.9215, 3.5877, 0.1748], [-10.3098, 4.0152, 1.4942], [-11.0615, 3.5463, 2.6348], [-10.9618, 2.0050, 3.0066], [-11.7497, 2.0963, 4.5772], [-9.5836, 1.6632, 3.1885], [-11.7920, 1.2511, 2.1210], [-10.8812, 2.5070, 0.0486], [-10.3806, 4.0449, -0.6541], [-11.9691, 3.8846, 0.1241], [-9.2731, 3.6846, 1.5781], [-10.3137, 5.1005, 1.5721], [-11.1365, 2.6910, 5.2485], [-11.8397, 1.0775, 4.9473], [-12.7346, 2.5374, 4.4501], [2.6680, -6.9493, -6.9538], [3.5807, -7.6560, -5.9708], [4.9379, -7.1699, -6.0239], [5.2476, -5.7449, -5.3885], [7.0004, -5.8478, -5.4461], [4.8127, -5.7365, -4.0220], [4.8172, -4.7299, -6.2982], [2.5465, -5.8976, -6.6993], [1.6818, -7.4145, -6.9502], [3.0806, -6.9961, -7.9615], [3.2031, -7.5786, -4.9497], [3.6424, -8.7142, -6.2164], [7.3337, -6.6378, -4.7781], [7.3895, -4.8894, -5.1229], [7.3120, -6.0450, -6.4681], [2.6778, 0.7695, 8.9452], [2.4889, 0.3137, 7.5120], [2.4165, 1.4173, 6.5821], [3.7600, 2.1877, 6.2307], [3.1388, 3.1186, 4.8725], [4.7230, 1.2379, 5.7611], [4.0870, 3.0850, 7.2932], [3.6433, 1.2529, 9.0858], [2.6266, -0.0858, 9.6193], [1.9081, 1.4892, 9.2234], [3.2786, -0.3734, 7.2034], [1.5417, -0.2118, 7.4107], [2.8645, 2.4390, 4.0697], [3.9374, 3.7833, 4.5502], [2.2820, 3.6970, 5.2071]],
  "atomic_forces_ev_per_a": [[-0.21, 0.23, 0.00], [0.08, 0.28, -0.54], [0.18, -0.54, 0.79], [-0.17, 0.23, -0.01], [-0.29, -0.40, 0.46], [1.02, -0.12, 0.24], [-0.96, 0.20, -0.03], [-0.32, 0.10, -0.77], [-0.40, 0.17, 0.43], [-0.42, -0.12, -0.12], [0.17, -0.30, 0.10], [0.16, 0.47, -0.58], [-0.44, -0.48, 0.09], [-0.57, 0.30, 0.17], [0.08, -0.03, -0.62], [-0.20, -0.22, 0.66], [-0.24, -0.07, 0.42], [0.33, 0.04, -0.32], [0.00, 0.36, -0.25], [0.14, 0.06, -0.27], [0.08, 0.22, 0.37], [-0.21, -0.05, 0.16], [0.12, 0.16, -0.03], [0.18, -0.31, -0.49], [0.09, 0.14, 0.30], [0.25, 0.04, 0.20], [-0.02, 0.06, -0.44], [0.59, 0.68, -0.93], [0.12, -0.84, 1.24], [0.19, -0.20, -0.65], [-0.35, 0.56, 0.33], [0.15, -0.51, -0.21], [0.04, -0.08, 0.45], [0.01, 0.96, -0.34], [0.25, 0.04, 0.26], [0.23, 0.37, -1.24], [-0.14, 0.21, -0.08], [-0.26, -0.21, 0.99], [-0.27, -0.23, 0.89], [0.00, -0.43, -0.13], [-0.21, -0.18, 0.11], [-0.04, 0.17, -0.15], [0.16, -0.11, -0.09], [0.06, 0.03, 0.14], [0.14, -0.08, -0.28], [0.14, 0.13, -0.15], [-0.09, 0.10, 0.04], [0.04, -0.03, 0.20], [0.18, 0.01, -0.19], [0.10, -0.13, 0.08], [0.05, 0.06, -0.02], [0.30, 0.01, 0.19], [-0.11, 0.30, -0.11], [0.05, 0.10, 0.00], [0.05, -0.33, 0.12], [-0.07, -0.04, 0.09], [0.20, 0.10, 0.05], [0.20, 0.24, 0.04], [0.19, -0.03, -0.07], [0.16, -0.12, -0.17], [-0.06, 0.17, 0.22], [0.05, 0.04, 0.28], [-0.04, -0.06, -0.28], [0.06, 0.03, -0.13], [-0.11, 0.00, 0.06], [0.07, 0.03, 0.04], [-0.15, -0.04, 0.08], [-0.19, -0.14, -0.03], [0.14, -0.01, -0.03], [0.08, -0.18, 0.08], [-0.04, 0.05, 0.04], [-0.08, 0.03, 0.03], [-0.13, -0.07, 0.02], [0.00, -0.01, -0.06], [0.02, -0.13, -0.16], [0.09, 0.03, -0.04], [-0.18, 0.12, 0.14], [-0.08, 0.10, 0.16], [-0.03, -0.27, -0.47], [0.12, -0.16, -0.03], [-0.12, -0.15, -0.02], [-0.11, -0.21, 0.05], [0.26, 0.11, -0.54], [-0.07, 0.01, 0.13], [-0.22, 0.31, 0.31], [-0.01, 0.08, 0.09], [0.06, -0.17, -0.20], [0.16, -0.20, -0.09], [0.03, 0.00, 0.00], [0.02, 0.08, 0.06], [0.02, 0.06, -0.02], [-0.05, -0.10, 0.11], [-0.10, -0.02, 0.22], [0.01, 0.01, -0.02], [0.03, -0.03, -0.06], [0.00, -0.01, -0.03], [-0.05, 0.23, 0.05], [-0.41, -0.36, -0.17], [0.11, 0.06, 0.00], [0.59, 0.08, -0.07], [0.10, -0.03, 0.03], [-0.29, 0.01, -0.04], [-0.25, -0.04, 0.12], [0.00, -0.02, 0.02], [0.08, -0.06, 0.01], [0.02, -0.06, -0.02], [0.04, 0.13, 0.08], [0.19, 0.13, 0.07], [-0.01, -0.02, -0.02], [-0.07, -0.01, 0.00], [-0.02, 0.00, -0.01], [-0.11, -0.22, 0.05], [0.27, 0.12, -0.53], [-0.06, 0.01, 0.11], [-0.26, 0.29, 0.30], [-0.02, 0.09, 0.08], [0.05, -0.14, -0.19], [0.15, -0.19, -0.08], [0.04, 0.01, 0.00], [0.02, 0.08, 0.06], [0.02, 0.07, -0.02], [-0.05, -0.11, 0.11], [-0.10, -0.02, 0.22], [0.01, 0.01, -0.02], [0.03, -0.03, -0.06], [0.00, -0.01, -0.03], [0.08, 0.23, -0.02], [-0.57, -0.10, -0.02], [0.07, -0.03, 0.07], [0.51, -0.33, -0.37], [0.07, -0.25, 0.04], [-0.18, 0.20, 0.01], [-0.20, 0.18, 0.22], [0.00, -0.01, 0.03], [0.04, -0.09, 0.02], [-0.02, -0.06, -0.01], [0.12, 0.09, 0.03], [0.24, 0.01, 0.01], [-0.05, -0.02, 0.00], [-0.03, -0.02, -0.15], [-0.06, 0.02, -0.02], [0.13, 0.22, -0.02], [0.09, -0.41, 0.44], [-0.05, 0.09, -0.09], [-0.46, 0.10, -0.20], [-0.06, -0.02, -0.08], [0.22, -0.06, 0.10], [0.21, -0.04, 0.05], [0.01, -0.03, -0.01], [-0.07, -0.04, -0.06], [-0.04, -0.06, 0.01], [0.05, 0.12, -0.10], [-0.06, 0.14, -0.19], [0.00, -0.02, 0.02], [0.04, -0.02, 0.04], [0.01, -0.01, 0.03]]
}